Entry 1:
ORCA calculation (wB97M-V/def2-TZVPD) on a cluster of 2 separate species, BrCl2FSi in total.

The geometry in XYZ format:
```
5
Properties=species:S:1:pos:R:3:forces:R:3
Br -1.02959 -0.29235 1.96116 -0.12 0.32 -0.22
Cl -1.45206 -0.60711 -2.33582 1.39 0.50 2.18
Cl 0.84330 1.84414 -0.29057 0.15 0.51 -0.04
Si 0.24566 0.07384 0.27379 -0.98 -2.02 -1.46
F 1.39270 -1.01852 0.39144 -0.43 0.69 -0.45
```
Forces are in eV/Å.

Summary:
ΔE to the lowest compared entry with this formula, charge and spin: 303.6 kJ/mol
charge: 0
Kohn-Sham gap: 7.5 eV
LUMO energy: -2.257 eV



Entry 2:
ORCA calculation (wB97M-V/def2-TZVPD) on a cluster of 4 separate species, C32H66N3O2 in total.

The geometry in XYZ format:
```
103
Properties=species:S:1:pos:R:3:forces:R:3
O -1.27371 0.47638 -5.03663 -1.99 4.92 0.71
O -1.24137 2.92780 -4.68294 -3.65 -8.68 2.86
N -3.60528 1.63462 0.98519 -0.28 -2.46 -3.33
N -5.22889 0.81810 -1.01726 3.41 1.00 -2.14
N -1.05952 -0.40415 -4.02440 1.13 -2.88 1.31
C 9.88513 -1.18475 3.73048 0.05 0.14 0.15
C -2.18262 -3.59744 -2.30383 -0.27 -0.80 1.13
C -1.70324 -1.74682 -4.29456 0.20 -2.05 0.62
C -6.88394 -0.09266 -3.10873 -0.43 0.86 0.32
C -9.24121 -2.52019 -2.17888 -0.14 0.53 -0.16
C 2.58626 1.12262 -3.08472 -0.08 -0.04 -0.13
C -2.95911 3.80341 4.06078 -0.18 0.07 0.11
C -9.34520 -0.99699 -2.79791 1.13 -0.30 -1.13
C 7.60403 -1.79216 1.66730 0.07 0.08 0.00
C 8.74500 -2.16503 3.95913 0.06 -0.17 -0.06
C -1.31517 5.47473 5.15506 0.00 0.06 -0.09
C 8.21430 -2.78450 2.66396 -0.14 -0.08 0.05
C -1.71886 1.71488 -4.31522 2.58 5.41 -2.59
C 4.93008 -0.61649 -1.93973 0.02 0.05 -0.10
C -2.61469 1.73938 -1.52421 -3.90 -1.60 -2.34
C 5.24113 -1.78684 2.62145 -0.15 0.08 0.13
C 2.44044 0.08579 -1.98162 0.06 0.13 0.15
C -4.29575 0.87188 -3.59470 0.63 0.61 4.10
C 4.72314 -1.95307 -2.65804 0.19 0.09 0.05
C 0.32240 3.67470 5.91137 0.15 -0.16 -0.04
C -8.19848 0.02502 -2.13619 -0.44 -0.81 -0.25
C -2.72170 -2.24927 -3.06699 -0.19 -0.48 -0.12
C 3.71672 -0.10049 -1.15745 0.00 -0.17 0.12
C -3.24008 4.64324 2.82431 0.03 -0.05 -0.22
C -3.88896 1.38319 -0.50119 2.36 0.34 -2.29
C -0.04882 4.67729 4.83002 0.00 0.21 0.10
C -2.59541 4.64188 5.28860 0.09 -0.11 0.15
C 6.44393 -0.95249 2.20984 0.07 -0.03 -0.17
C -5.50257 0.54625 -2.48353 3.87 1.19 -1.48
C 4.42973 -3.10451 -1.70915 -0.07 -0.19 -0.09
C -3.37924 -4.71695 -2.00161 0.16 -0.56 0.10
C -2.83791 1.47195 -3.12639 -3.02 -1.24 2.63
H -3.67721 -5.31283 -2.99046 0.46 1.56 2.10
H -10.42272 -0.53961 -2.79242 2.14 -0.99 0.30
H 5.63436 -2.18928 -3.22155 -0.14 0.08 0.03
H -5.95102 0.61296 -0.28897 0.77 0.26 -1.08
H -0.15594 4.16123 3.87026 -0.03 0.04 -0.01
H -3.85630 3.21690 4.29424 0.11 0.02 0.02
H -4.46983 0.63855 -4.72872 0.19 0.49 2.54
H -0.45330 2.91499 6.04256 0.07 0.05 0.05
H 1.63569 0.40527 -1.30801 0.04 -0.08 0.00
H -3.81633 0.71884 1.46252 0.09 1.31 -0.30
H -2.55711 1.76668 1.09602 -1.72 -0.04 -0.42
H -6.71164 -1.21195 -3.41571 -0.08 2.11 0.86
H -8.10025 -2.84869 -2.07232 -2.48 0.81 -0.03
H -0.82614 -2.55435 -4.29598 -1.91 1.72 -0.22
H -1.15858 6.02082 6.09476 -0.01 -0.08 -0.12
H 0.78329 5.38169 4.70727 -0.13 -0.08 -0.05
H 4.32418 -4.03743 -2.27175 0.01 0.05 0.15
H -2.82255 -1.40617 -2.26047 0.12 -1.47 -1.69
H -2.16844 3.07834 3.84151 0.06 0.01 0.08
H -2.36034 5.21461 2.51489 -0.10 0.01 0.04
H 3.91969 -1.87111 -3.39742 0.03 0.04 0.00
H -3.01340 -5.56114 -1.24201 -0.56 1.98 -1.65
H 5.24511 -3.23379 -0.99010 -0.11 0.01 -0.02
H -7.15190 0.48354 -4.11466 0.96 -1.08 2.19
H 4.43308 -1.13537 2.96880 0.01 -0.13 -0.02
H 4.86455 -2.37078 1.77540 0.03 -0.02 0.07
H 10.72330 -1.67380 3.22416 -0.07 0.08 0.01
H 5.48525 -2.47486 3.43576 -0.05 0.03 -0.09
H 7.93764 -1.66921 4.50804 0.00 -0.05 -0.05
H 1.63801 1.23941 -3.61862 0.08 0.14 -0.07
H -2.26598 -1.82397 -5.32452 1.31 0.59 2.00
H -4.06100 5.34359 3.00776 0.12 -0.03 -0.04
H -3.42656 5.32099 5.51425 0.05 -0.08 -0.05
H 9.56819 -0.32912 3.12750 0.07 -0.06 0.03
H -3.52672 3.99748 1.98842 -0.04 0.18 0.04
H -7.90729 -0.39178 -1.08207 -0.70 0.87 -1.77
H -9.03317 -1.09413 -3.94606 -0.84 0.33 2.33
H 3.50079 -2.94525 -1.15438 0.08 -0.03 0.02
H -4.32717 -4.23152 -1.48385 1.91 -0.88 -1.30
H -1.77029 -3.30014 -1.22644 -0.65 -0.56 -2.43
H -9.73634 -3.29908 -2.91133 0.84 1.66 1.60
H 5.23600 0.13380 -2.67622 -0.01 -0.01 0.06
H 9.03210 -3.31700 2.16339 -0.05 0.05 0.05
H 3.98557 0.85790 -0.69688 -0.06 -0.05 -0.05
H 3.50107 -0.78202 -0.32637 0.05 0.04 -0.05
H -1.32139 -4.16825 -2.87838 -1.75 1.38 1.06
H 2.86278 2.09676 -2.66920 -0.01 -0.09 -0.10
H -8.64435 1.12156 -2.04895 1.29 -2.32 -0.23
H 9.10548 -2.97274 4.60806 -0.11 0.08 -0.06
H 7.25536 -2.35349 0.79033 0.01 0.05 0.07
H 7.47144 -3.54900 2.91962 0.05 0.05 -0.05
H 0.48075 4.17773 6.87079 -0.05 -0.09 -0.08
H -3.80046 -2.51994 -3.50088 2.32 0.79 0.84
H -2.50928 3.97586 6.15501 0.00 0.08 -0.07
H 6.77521 -0.34130 3.05578 0.03 -0.04 -0.06
H 5.77354 -0.71523 -1.24360 -0.10 0.00 -0.07
H 1.24973 3.15886 5.64312 -0.10 0.02 0.12
H 2.11772 -0.86759 -2.41277 0.06 -0.07 0.05
H -9.80068 -2.50347 -1.14345 1.32 -0.38 -2.02
H 6.12940 -0.24899 1.42893 0.07 -0.02 0.08
H 3.34469 0.83068 -3.81663 -0.08 0.08 0.07
H -1.58158 2.15415 -1.14256 -2.50 -0.95 -0.62
H -0.00474 -0.47049 -3.96984 -1.64 -0.26 0.00
H 10.24717 -0.79909 4.68864 0.03 0.00 -0.15
H -1.45556 6.23954 4.38415 -0.02 -0.02 0.05
H 8.38388 -1.11700 1.29996 -0.02 -0.05 0.01
```
Forces are in eV/Å.

Summary:
charge: +1
Kohn-Sham gap: 7.3 eV
LUMO energy: -4.836 eV